ORCA calculation (ωB97M-V/def2-TZVPD) on C29H44BaN5O5 as an isolated structure at a distorted geometry.

Results
Orbital gap ... 4.5 eV
Net charge ... -1
HOMO level ... -0.1034 Ha
LUMO ... 1.65 eV

Positions of all 84 atoms, in Å:
1 Ba 0.4016 0.0176 0.2444
2 C 4.2824 -0.4846 -0.2519
3 C 3.7817 0.8736 0.2078
4 C 4.9424 1.8597 0.1912
5 O 2.7175 1.3297 -0.5564
6 H 3.5168 -1.2545 -0.3699
7 H 5.0251 -0.9200 0.4522
8 H 4.8588 -0.4054 -1.1799
9 H 3.3523 0.9126 1.2394
10 H 4.6152 2.8736 0.4355
11 H 5.3804 1.9716 -0.8091
12 H 5.7488 1.5107 0.8575
13 C -2.9085 2.8532 -1.7033
14 C -3.2769 4.1449 -2.2075
15 C -2.2246 4.9187 -3.0267
16 O -2.4514 6.0864 -3.2895
17 C -0.9853 4.2715 -3.2910
18 C -0.6357 3.0345 -2.7577
19 C -1.6731 2.2747 -1.9227
20 O -1.3634 1.1441 -1.4132
21 O 0.4783 2.4887 -2.8755
22 O -4.3308 4.6604 -1.9375
23 H -3.5546 2.3251 -1.0007
24 H -0.2481 4.8813 -3.7975
25 C 0.4029 -1.9693 -5.7249
26 C 1.6889 -1.1159 -5.6119
27 C 1.6096 -0.0823 -4.4885
28 C 1.3058 -0.6980 -3.2095
29 N 1.0732 -1.2428 -2.2306
30 H -0.3353 -1.4536 -6.3469
31 H -0.1013 -2.0284 -4.7571
32 H 0.6436 -2.9431 -6.1376
33 H 1.8467 -0.6850 -6.5969
34 H 2.4861 -1.8307 -5.3829
35 H 0.7833 0.6127 -4.6515
36 H 2.4991 0.5297 -4.3627
37 C -3.5054 -3.2280 -3.3473
38 C -4.2434 -2.0244 -2.8302
39 C -3.3443 -0.9889 -2.1939
40 C -2.4698 -1.4745 -1.1309
41 N -1.7601 -1.8689 -0.3329
42 H -3.2057 -3.9453 -2.5755
43 H -2.5798 -2.9803 -3.8772
44 H -4.0935 -3.8127 -4.0625
45 H -5.0858 -2.3093 -2.1968
46 H -4.7181 -1.5328 -3.6851
47 H -3.8970 -0.1333 -1.7933
48 H -2.6729 -0.5247 -2.9259
49 C 2.9826 2.8828 3.4282
50 C 3.6566 1.8923 4.3759
51 C 2.7347 0.8223 4.9525
52 C 1.9272 0.2054 3.9126
53 N 1.3423 -0.2208 3.0400
54 H 2.4540 2.3856 2.6139
55 H 3.7333 3.5036 2.9420
56 H 2.2671 3.5171 3.9549
57 H 4.1392 2.4716 5.1656
58 H 4.4644 1.3760 3.8505
59 H 2.0063 1.2049 5.6772
60 H 3.3063 0.0478 5.4651
61 C 1.7719 -3.9875 4.1339
62 C 1.6930 -5.1549 3.1854
63 C 2.3129 -4.8874 1.8057
64 C 1.9079 -3.5745 1.2869
65 N 1.6076 -2.5609 0.8700
66 H 1.2229 -3.1237 3.7586
67 H 2.8017 -3.7274 4.3861
68 H 1.2816 -4.2157 5.0871
69 H 0.6476 -5.3792 2.9396
70 H 2.0888 -6.1041 3.5490
71 H 1.9842 -5.6387 1.0898
72 H 3.4073 -4.8405 1.7947
73 C -6.0141 2.2077 3.5575
74 C -4.7338 1.4096 3.5583
75 C -3.9831 1.5842 2.2232
76 C -2.7312 0.8526 2.2166
77 N -1.7313 0.3103 2.1600
78 H -6.4663 2.2743 4.5494
79 H -6.7499 1.7398 2.9071
80 H -5.7991 3.2386 3.2697
81 H -4.9053 0.3271 3.6376
82 H -4.0272 1.5995 4.3687
83 H -3.7660 2.6491 2.1120
84 H -4.6096 1.2751 1.3892